Formula: C32H91N7O11
Source: OMol25
Level of theory: wB97M-V/def2-TZVPD

Element x y z (Å)
H 1.419 31.220 -9.927
H -2.442 34.782 -1.726
N 0.693 38.895 -5.160
C 2.196 27.030 -9.886
H -1.534 36.220 0.097
C -1.062 28.062 2.743
H 5.309 31.320 3.145
C 1.632 38.058 -4.403
H -5.200 33.541 -3.654
H 3.576 32.763 2.744
C 5.685 32.941 2.118
O -4.274 22.841 -6.562
O 7.790 33.987 3.095
H 6.884 31.535 2.950
H 8.241 28.150 -2.713
C 8.279 34.640 1.945
O -7.641 25.125 -2.001
H -1.778 29.228 -2.796
H -3.105 24.279 -4.094
H 6.100 33.252 1.160
H -0.602 28.074 3.732
C -2.296 30.196 3.329
H 0.077 24.932 2.106
H 1.438 29.978 -8.642
O -1.098 26.684 2.286
C -2.814 23.321 -3.661
H 3.835 33.970 1.587
H 2.537 29.684 -11.898
H 9.068 29.954 -3.763
H -3.833 20.187 -3.732
C 3.391 38.064 -1.927
H -9.938 31.739 -5.274
H -4.250 34.718 -4.057
H -7.677 25.613 -2.827
H 3.202 39.122 -1.750
H -2.669 36.640 1.396
C 4.222 33.000 1.899
C -2.556 36.526 0.318
H -4.103 28.388 4.050
H -2.928 28.706 1.959
H 2.475 31.323 -8.404
H 5.717 28.845 -0.999
N 6.007 31.540 2.449
H 3.631 28.455 -11.534
H -5.910 28.162 -7.734
C -2.446 28.752 2.935
C -3.403 35.262 -1.543
H -7.441 26.581 -6.865
H -3.480 20.931 -6.271
H -3.351 36.206 -2.085
H -6.281 26.379 -1.324
H -7.253 28.772 -8.602
O -3.427 35.533 -0.133
C 2.873 29.077 -11.058
H 3.592 38.448 -5.159
O 3.807 37.912 -3.263
H 0.038 29.298 -3.073
H -6.179 29.922 -7.763
H 0.554 36.290 -5.000
H 2.759 26.328 -10.501
H 1.339 26.605 -9.362
H -5.543 32.397 -1.719
O -1.054 30.514 -4.162
H -0.692 30.548 -2.145
C 7.691 29.090 -2.757
H -5.143 33.225 -0.231
H -2.774 37.409 -0.284
N -8.086 27.339 -6.692
H -1.547 30.698 2.716
H -4.520 22.256 -4.171
N -3.073 20.851 -3.692
N -3.181 27.994 3.931
C -3.463 22.087 -4.376
H -0.168 38.442 -5.430
C 3.040 38.623 -4.236
O 1.802 28.189 -10.702
H 4.626 31.537 -9.707
C 6.321 33.939 3.204
H 7.923 29.728 -1.904
H 0.960 26.330 2.617
C -4.231 22.864 -7.986
H -4.923 23.558 -8.464
C 1.594 36.612 -4.934
H 1.071 38.887 -6.096
N -4.320 33.962 -3.392
H 4.028 32.277 1.106
C -4.817 33.068 -1.259
H 5.000 30.406 -10.804
C -9.209 31.938 -6.061
H -6.932 25.439 -0.052
H 5.601 29.677 -3.150
O 5.657 28.212 -1.719
H -8.637 27.355 -7.538
H 6.113 28.160 -3.736
H 7.712 35.520 1.639
H -8.830 32.959 -6.020
H -4.324 21.924 -8.530
H 5.902 34.943 3.140
H 6.180 33.620 4.237
C -7.475 28.652 -6.388
H -3.266 23.382 -2.672
H 2.151 35.927 -4.295
H -5.475 34.979 -2.056
H 0.467 26.231 0.964
H -9.410 29.363 -6.965
C 2.036 30.707 -9.189
H -3.240 30.738 3.277
H -3.219 23.132 -8.289
H 2.443 37.567 -1.720
H 1.164 38.035 -3.419
H 3.088 39.694 -4.036
C -8.672 29.582 -6.193
H 8.270 33.946 1.105
O 8.116 29.848 -3.827
H -0.424 28.632 2.068
C 0.135 26.013 1.979
H -3.887 32.512 -1.142
H 2.049 36.598 -5.924
H -3.000 20.977 -2.693
H -1.743 23.264 -3.468
H 2.798 27.413 -9.062
N 4.237 30.956 -10.436
H 3.736 29.370 -9.140
H -3.361 27.060 3.590
C -6.665 28.948 -7.702
C -3.351 21.963 -5.945
H 9.315 34.976 1.990
H 4.161 37.744 -1.225
H -2.359 22.244 -6.297
H -7.882 26.818 -0.706
O -8.218 30.960 -6.106
C 3.248 29.966 -9.911
H -9.148 29.381 -5.233
H -9.720 31.936 -7.023
H -6.862 28.663 -5.487
C 6.205 28.815 -2.870
H -2.019 30.367 4.369
H -1.807 31.110 -4.164
C -7.226 25.983 -0.951
C -0.896 29.848 -2.955
C -4.544 34.413 -2.052

- DFT total energy (a.u.) = -2484.401172
- relative energy (zero: lowest compared OMol25 entry of this formula, charge and spin) (eV) = 3.9565
- F_max (eV Å⁻¹) = 2.935
- multiplicity = 1
- charge = 0

=====

Formula: C27H34Br8F3NO2
Source: OMol25
Level of theory: wB97M-V/def2-TZVPD

Element x y z (Å)
H 3.664 1.114 1.640
C 1.150 -3.881 -3.891
H 0.001 -1.566 2.751
C 0.874 -0.595 -0.868
C 2.782 2.222 5.707
Br -3.056 -1.264 3.270
H 1.745 2.505 5.823
C 0.615 4.159 2.756
H -1.822 1.967 -0.629
F -1.851 -4.399 -6.653
C -1.439 1.364 -1.443
C -2.724 1.459 2.385
H -1.670 1.259 2.222
H -4.490 -1.723 -1.603
C -2.195 0.265 -1.859
H 0.381 -3.291 -7.127
H -1.082 5.232 2.280
C 0.127 -1.735 -0.645
H 3.297 3.595 4.189
C -0.839 -4.368 -5.777
Br 0.078 4.468 4.616
H 4.045 2.513 0.647
C 1.331 -3.447 -5.213
C -0.270 -2.045 0.658
H 1.703 4.183 2.678
Br 3.516 4.881 6.370
Br -6.101 -3.066 -0.219
C 4.474 1.663 1.165
F 1.767 1.423 -0.100
C 3.659 3.317 5.176
H -3.906 -2.030 0.006
Br -3.373 2.915 1.252
H -1.937 -5.306 -4.190
H 2.154 -2.830 -5.548
H -4.017 -4.097 -2.274
C 0.000 -4.566 -3.546
Br 2.754 0.780 4.370
C 0.334 -3.680 -6.116
H -2.285 -1.342 -3.286
H -4.586 0.343 2.051
C 0.741 -0.027 1.465
C -3.511 0.205 2.043
Br -3.147 -5.015 -0.069
H 1.892 -3.726 -3.119
H -3.179 -0.066 1.040
H -0.078 -5.011 -2.563
H 3.216 1.766 6.591
C -4.343 -2.512 -0.866
C 1.117 0.285 0.181
H -2.928 1.780 3.402
H 5.091 1.072 0.497
C -1.040 -4.770 -4.471
F -0.146 -0.913 -4.595
O 6.113 1.309 2.766
H 0.416 6.157 1.913
O 5.281 3.260 2.600
C -3.517 -3.627 -1.429
H 0.732 0.604 2.347
H 0.374 3.119 2.541
H -3.104 -0.101 -1.402
H -2.550 -3.308 -1.815
H 0.433 2.307 -1.463
H 4.714 3.100 5.048
H 1.214 1.056 -3.554
N 5.354 2.096 2.274
H -0.043 -2.467 -1.423
C 0.253 0.852 -3.103
C -0.180 1.582 -1.980
H -0.739 -3.001 0.865
C -0.071 5.191 1.880
H 1.283 -0.404 -1.853
C 0.043 -1.221 1.729
C -1.748 -0.464 -2.946
C -0.547 -0.150 -3.565
Br -0.202 4.645 0.006

- DFT total energy (a.u.) = -22146.047604
- relative energy (zero: lowest compared OMol25 entry of this formula, charge and spin) (eV) = 1.1031
- F_max (eV Å⁻¹) = 1.837
- multiplicity = 1
- charge = 0

=====

Formula: C2H9NO4
Source: OMol25
Level of theory: wB97M-V/def2-TZVPD

Element x y z (Å)
O -0.310 2.166 -0.341
O -0.710 -2.344 2.104
O 0.545 -1.293 -0.497
H 1.981 1.763 -2.798
C -0.657 -0.542 -0.549
H 1.236 -0.615 -0.465
H -1.387 -0.186 1.449
N -0.913 0.224 0.667
H -1.470 -1.265 -0.588
H -0.655 0.154 -1.385
H 0.208 -2.561 2.346
H 2.190 1.979 -1.359
H -0.881 2.020 1.635
O 2.215 1.266 -2.015
C -0.691 1.577 0.641
H -0.701 -2.340 1.155

- DFT total energy (a.u.) = -437.321491
- relative energy (zero: lowest compared OMol25 entry of this formula, charge and spin) (eV) = 0.7054
- F_max (eV Å⁻¹) = 1.490
- multiplicity = 1
- charge = 0

=====

Formula: C24H14Br2Cl3F5N4ORh
Source: OMol25
Level of theory: wB97M-V/def2-TZVPD

Element x y z (Å)
F 2.794 -2.286 1.000
H -2.384 1.464 -0.765
C 0.867 -2.101 -0.371
C 0.526 0.517 2.740
N 0.763 2.272 -0.129
H 5.958 3.036 0.183
F 0.420 -2.597 -1.558
C 2.303 -2.643 -0.190
C -1.363 -0.729 2.244
C -2.974 -1.852 -0.986
N -2.115 -1.246 -0.107
Br 5.498 0.144 0.136
C 0.258 0.510 4.096
C 4.888 2.912 0.108
H -0.294 5.478 -0.106
C 4.344 1.616 0.066
C -2.246 -1.419 1.256
C 4.061 3.995 0.050
H -1.151 -0.159 5.572
O 2.484 0.197 -0.133
H -4.618 -3.145 -1.293
C 0.421 4.669 -0.106
H -3.365 -2.472 2.733
H 2.121 5.940 -0.075
C 2.652 3.842 -0.038
H -1.990 4.192 0.030
H 0.927 1.003 4.785
N -1.170 -0.533 -0.688
C -2.329 2.038 0.165
C -3.255 -2.271 1.681
Cl -4.668 0.859 0.785
Cl -4.560 3.382 -0.614
C 2.107 2.537 -0.078
C 2.983 1.414 -0.042
N -0.260 -0.083 1.847
C -3.752 2.377 0.595
H -2.752 -1.626 -2.018
F 3.107 -2.209 -1.154
Br 4.825 5.719 0.110
C -4.113 -2.901 0.800
C -1.481 3.239 0.009
Cl -3.728 3.219 2.158
H -4.879 -3.564 1.176
C -1.706 -0.752 3.595
F 2.286 -3.980 -0.236
C -0.887 -0.135 4.524
H 1.401 1.016 2.343
Rh 0.576 -0.071 -0.275
C -3.973 -2.677 -0.564
C -0.079 3.328 -0.099
H -1.916 1.382 0.935
H -2.607 -1.229 3.942
F 0.125 -2.735 0.602
C 1.749 4.926 -0.082

- DFT total energy (a.u.) = -8355.397432
- relative energy (zero: lowest compared OMol25 entry of this formula, charge and spin) (eV) = 1.8321
- F_max (eV Å⁻¹) = 0.437
- multiplicity = 5
- charge = +1

=====

Formula: H30HeO15
Source: OMol25
Level of theory: wB97M-V/def2-TZVPD

Element x y z (Å)
O 8.143 11.918 -20.190
H 9.904 14.883 -20.469
H 8.701 8.988 -14.542
O 7.272 9.707 -16.515
O 6.197 12.757 -17.725
H 7.675 9.708 -20.746
H 10.082 14.190 -16.340
H 12.709 12.238 -20.211
H 9.132 8.248 -20.148
H 7.968 10.201 -16.948
H 7.636 9.480 -15.659
H 8.137 13.055 -15.381
H 7.058 8.415 -21.238
O 7.869 8.829 -14.097
H 7.448 12.169 -19.582
H 9.487 13.558 -19.867
H 11.260 12.279 -15.849
O 4.124 11.026 -17.759
H 10.861 10.397 -18.008
H 10.231 8.233 -19.107
H 6.306 13.644 -18.070
H 11.684 13.138 -19.554
H 7.784 12.105 -21.057
H 4.158 10.542 -16.934
O 9.884 13.431 -15.791
H 10.756 8.121 -15.771
H 6.539 12.803 -16.833
He 8.697 11.136 -17.900
O 12.297 12.426 -19.368
O 11.095 9.826 -18.740
H 10.169 13.688 -14.914
H 12.442 11.656 -16.563
O 11.797 11.487 -15.876
O 10.185 8.879 -15.642
H 7.698 9.637 -13.613
H 7.187 7.966 -17.395
H 10.786 9.618 -15.543
O 7.866 8.927 -21.266
O 9.612 7.662 -19.562
O 7.236 7.112 -17.823
H 7.248 12.476 -14.301
H 11.594 10.389 -19.332
H 4.855 11.642 -17.706
O 10.115 14.272 -19.763
O 7.218 12.951 -15.132
H 8.008 7.168 -18.385

- DFT total energy (a.u.) = -1149.502777
- relative energy (zero: lowest compared OMol25 entry of this formula, charge and spin) (eV) = 0.5160
- F_max (eV Å⁻¹) = 1.275
- multiplicity = 1
- charge = 0

=====

Formula: C7H13O
Source: OMol25
Level of theory: wB97M-V/def2-TZVPD

Element x y z (Å)
H -1.366 0.369 1.158
H 0.047 -1.951 1.752
H 0.760 -0.370 2.231
C 0.698 -1.117 1.441
C -0.433 1.763 -0.132
H 0.322 2.049 0.612
H 1.207 -3.181 -0.439
C -0.960 0.364 0.138
C 0.658 -1.235 -0.974
C 1.661 -2.386 -1.050
C -1.635 2.815 -0.008
C 0.129 -0.647 0.107
H 0.359 -0.963 -1.984
H 1.767 -2.755 -2.061
H 2.594 -2.100 -0.563
H -2.523 2.257 -0.418
H 0.038 1.817 -1.109
H -1.740 0.092 -0.573
H 1.660 -1.633 1.407
O -1.494 3.974 -0.647
H -1.749 2.835 1.112

- DFT total energy (a.u.) = -349.703834
- relative energy (zero: lowest compared OMol25 entry of this formula, charge and spin) (eV) = 0.4891
- F_max (eV Å⁻¹) = 2.115
- multiplicity = 1
- charge = -1